(1)
Entry from the OMol25 dataset: a 2-piece molecular cluster, C3H7FN3 overall (ωB97M-V with the def2-TZVPD basis set).

```
14
Properties=species:S:1:pos:R:3:mulliken_charge:R:1
C -0.40 0.39 1.11 0.26
H 0.71 2.08 1.24 0.27
H -1.60 -0.49 -0.62 0.31
C 1.79 0.27 -3.47 0.59
C -0.75 -0.77 0.23 -0.81
N 0.27 1.38 0.67 -0.24
H 0.06 -1.00 -0.49 0.19
N 2.25 1.22 -2.82 -0.34
H -0.66 0.34 2.22 0.36
N 1.46 -0.03 -2.17 -0.30
H -1.04 -1.69 0.68 0.36
H 0.38 1.65 -0.42 0.31
H 2.02 -0.75 -1.80 0.18
F 1.70 -0.24 -4.61 -0.16
```

Properties
Charge   +1
Molar mass   104.11 g mol⁻¹
Energy relative to the best compared isomer or geometry (same formula, charge and spin)   419.9 kJ/mol
Gap between HOMO and LUMO   0.317 Eh
HOMO level   -13.67 eV



(2)
Entry from the OMol25 dataset: C3H7FN3 as an isolated structure (ωB97M-V with the def2-TZVPD basis set).

```
14
Properties=species:S:1:pos:R:3:mulliken_charge:R:1
C -1.04 0.58 -0.01 -0.01
C 0.23 -0.79 0.63 0.50
H 1.14 2.04 -2.03 0.24
H -1.25 1.12 0.92 0.32
F -2.12 -0.10 -0.39 -0.22
N 1.36 -0.80 0.00 -0.24
H 2.07 -1.50 0.17 0.22
H -1.15 2.12 -1.52 0.44
C -0.43 1.43 -1.06 -0.21
H -1.17 -1.49 1.90 0.24
H 1.50 -0.03 -0.68 0.20
N 0.79 1.38 -1.33 -0.41
H 0.31 -2.38 1.87 0.23
N -0.23 -1.58 1.54 -0.32
```

Properties
⟨S²⟩   2.01
Charge   +1
Molar mass   104.11 g mol⁻¹
Multiplicity   3
Energy relative to the best compared isomer or geometry (same formula, charge and spin)   39.1 kJ/mol
Gap between HOMO and LUMO (alpha / beta)   0.274 / 0.295 Eh
HOMO level (alpha / beta)   -10.52 / -15.88 eV



(3)
Entry from the OMol25 dataset: C3H7FNO4S2 as an isolated structure (ωB97M-V with the def2-TZVPD basis set).

```
18
Properties=species:S:1:pos:R:3:mulliken_charge:R:1
O 0.20 2.83 2.29 -0.63
H 2.09 -1.29 -0.41 0.35
H 0.13 -1.11 1.31 0.36
H -1.39 -2.79 -0.71 0.35
H -1.54 -0.99 -0.79 0.30
O 2.22 1.36 -0.42 -0.66
O 0.34 3.68 -0.04 -0.58
S 0.88 0.80 -0.70 1.09
C -1.35 -1.85 -0.14 -1.04
C 0.12 -1.71 0.39 -0.58
N -0.32 1.14 0.42 -0.33
H -2.04 -1.85 0.71 0.28
H 0.86 -1.43 -1.66 0.35
S -0.28 2.73 0.89 1.03
F -1.87 3.12 0.94 -0.28
O 0.37 1.08 -2.08 -0.68
H 0.51 -2.70 0.65 0.42
C 1.05 -1.03 -0.65 -0.73
```

Properties
Charge   -1
Molar mass   204.22 g mol⁻¹
Energy relative to the best compared isomer or geometry (same formula, charge and spin)   32.6 kJ/mol
Gap between HOMO and LUMO   0.326 Eh
HOMO level   -5.54 eV



(4)
Entry from the OMol25 dataset: a 2-piece molecular cluster, C3H7FO overall (ωB97M-V with the def2-TZVPD basis set).

```
12
Properties=species:S:1:pos:R:3:mulliken_charge:R:1
C 1.21 -0.31 -0.45 -0.43
H -1.77 0.85 0.21 0.74
H -0.42 1.86 -0.32 0.25
H 1.28 -1.45 -0.77 0.25
H -0.55 1.09 1.12 0.58
H -1.09 -1.14 1.83 0.31
C -0.91 0.85 0.20 -2.20
F 1.77 0.03 0.76 -0.32
H -0.41 -0.52 -1.32 0.35
H 1.72 0.38 -1.21 0.28
C -0.23 -0.21 -0.35 0.86
O -0.60 -1.41 0.32 -0.67
```

Properties
Charge   0
Molar mass   78.09 g mol⁻¹
Energy relative to the best compared isomer or geometry (same formula, charge and spin)   609.0 kJ/mol
Gap between HOMO and LUMO   0.340 Eh
HOMO level   -10.07 eV



(5)
Entry from the OMol25 dataset: one molecule with the formula C3H7FO2 (ωB97M-V with the def2-TZVPD basis set).

```
13
Properties=species:S:1:pos:R:3:mulliken_charge:R:1
H 0.08 0.92 1.85 0.27
H 0.93 -1.38 0.97 0.36
H 0.17 -2.06 -0.55 0.24
C -0.29 1.07 0.76 -0.32
C 0.59 -1.17 -0.07 -0.41
C -0.60 -0.23 0.08 -0.10
O 1.71 -0.56 -0.73 -0.47
F -1.35 1.95 0.88 -0.29
H -0.58 0.67 -1.46 0.39
H 0.50 1.65 0.26 0.23
H -1.40 -0.61 0.77 0.31
H 1.38 -0.17 -1.53 0.30
O -1.14 -0.06 -1.23 -0.50
```

Properties
Charge   0
Molar mass   94.09 g mol⁻¹
SMILES   OC[C@H](O)CF
Energy relative to the best compared isomer or geometry (same formula, charge and spin)   45.7 kJ/mol
Gap between HOMO and LUMO   0.419 Eh
HOMO level   -10.70 eV



(6)
Entry from the OMol25 dataset: one molecule with the formula C3H7FOS (ωB97M-V with the def2-TZVPD basis set).

```
13
Properties=species:S:1:pos:R:3:mulliken_charge:R:1
F -1.42 -1.24 -0.18 -0.36
C 1.56 -1.44 0.29 -0.78
O 1.33 1.36 0.28 -0.62
C -1.69 1.25 -0.02 -0.84
H -2.50 1.45 0.77 0.25
C -0.93 0.07 0.46 0.04
H 2.15 -1.00 1.17 0.28
H 2.19 -1.88 -0.48 0.35
H -0.91 2.07 -0.02 0.32
H -2.23 1.06 -1.00 0.25
H 0.62 -1.94 0.47 0.34
H 1.09 0.12 -1.58 0.09
S 0.75 0.12 -0.17 0.67
```

Properties
Charge   0
Molar mass   110.15 g mol⁻¹
SMILES   CC(F)=[S@H](C)=O
Energy relative to the best compared isomer or geometry (same formula, charge and spin)   470.9 kJ/mol
Gap between HOMO and LUMO   0.318 Eh
HOMO level   -8.33 eV



(7)
Entry from the OMol25 dataset: a 2-piece molecular cluster, C3H7FS overall (ωB97M-V with the def2-TZVPD basis set).

```
12
Properties=species:S:1:pos:R:3:mulliken_charge:R:1
H 0.11 0.85 1.37 0.18
C -0.96 -0.36 -0.01 0.60
S 2.75 -0.05 -0.04 -0.29
F -0.49 -1.61 0.18 -0.26
C -1.36 0.00 -1.22 -0.83
H -1.59 1.31 1.15 0.31
H -1.33 -0.69 -2.04 0.30
H 2.67 -0.27 -1.34 0.14
H -1.74 0.99 -1.40 0.25
C -0.90 0.47 1.23 -0.83
H 4.00 -0.50 0.03 0.14
H -1.16 -0.14 2.09 0.29
```

Properties
Charge   0
Molar mass   94.15 g mol⁻¹
SMILES   C=C(C)F.S
Energy relative to the best compared isomer or geometry (same formula, charge and spin)   48.0 kJ/mol
Gap between HOMO and LUMO   0.384 Eh
HOMO level   -9.60 eV



(8)
Entry from the OMol25 dataset: a 3-piece molecular cluster, C3H7FSi overall (ωB97M-V with the def2-TZVPD basis set).

```
12
Properties=species:S:1:pos:R:3:mulliken_charge:R:1
Si 0.51 -0.76 -0.71 0.07
C -1.16 -0.81 0.18 -0.23
H 4.00 0.02 1.28 0.20
H -1.24 -0.22 1.06 0.41
H 0.98 1.46 0.60 0.26
H 3.16 0.24 1.42 -0.20
C -2.23 -1.30 -0.39 -0.60
H -3.23 -1.41 0.08 0.21
C 0.54 1.15 -0.38 -0.47
F 1.43 1.70 -1.29 -0.29
H -0.37 1.56 -0.46 0.41
H -2.40 -1.63 -1.40 0.22
```

Properties
Charge   0
Molar mass   90.17 g mol⁻¹
Energy relative to the best compared isomer or geometry (same formula, charge and spin)   240.4 kJ/mol
Gap between HOMO and LUMO   0.296 Eh
HOMO level   -8.83 eV



(9)
Entry from the OMol25 dataset: C3H7I2N2 as an isolated structure (ωB97M-V with the def2-TZVPD basis set).

```
14
Properties=species:S:1:pos:R:3:mulliken_charge:R:1
N -0.68 1.48 0.86 -0.34
I -1.65 -2.52 0.33 0.26
C 1.69 -0.28 -0.68 -0.88
C -0.66 -0.60 -0.17 -0.65
H 0.37 0.74 0.81 0.48
C -1.46 0.66 0.33 0.01
I -3.54 0.79 -0.05 0.31
H 2.17 0.67 -0.50 0.36
H -0.98 2.35 1.31 0.23
H 1.29 -0.19 -1.68 0.29
H 2.48 -1.00 -0.78 0.35
N 0.72 -0.42 0.41 -0.19
H -0.74 -0.52 -1.26 0.42
H 1.00 -1.18 1.07 0.35
```

Properties
Charge   +1
Molar mass   324.91 g mol⁻¹
Energy relative to the best compared isomer or geometry (same formula, charge and spin)   0.0 kJ/mol
Gap between HOMO and LUMO   0.335 Eh
HOMO level   -13.49 eV



(10)
Entry from the OMol25 dataset: one molecule with the formula C3H7I2OP (ωB97M-V with the def2-TZVPD basis set).

```
14
Properties=species:S:1:pos:R:3:mulliken_charge:R:1
H 1.60 -3.46 0.39 0.19
H -1.92 1.23 -1.53 0.39
H 0.92 0.36 1.75 0.52
O 0.79 2.08 -1.37 -0.62
C 0.95 -2.48 0.54 -0.81
H 0.00 -2.90 0.21 0.14
C 0.66 1.15 1.09 -0.85
H 1.47 1.90 1.20 0.41
H -2.19 0.33 -0.09 0.36
I 1.69 -1.22 -0.94 0.20
H -1.48 -0.46 -1.54 0.35
C -1.56 0.40 -0.96 -1.00
I -1.10 2.09 1.88 0.04
P 0.19 0.97 -0.62 0.68
```

Properties
Charge   0
Molar mass   343.87 g mol⁻¹
Energy relative to the best compared isomer or geometry (same formula, charge and spin)   451.5 kJ/mol
Gap between HOMO and LUMO   0.245 Eh
HOMO level   -7.27 eV



(11)
Entry from the OMol25 dataset: a 2-piece molecular cluster, C3H7IN overall (ωB97M-V with the def2-TZVPD basis set).

```
12
Properties=species:S:1:pos:R:3:mulliken_charge:R:1
H 0.25 -0.97 -0.84 0.23
I -3.72 0.28 0.22 0.25
H -2.06 -1.92 0.06 0.46
C 1.99 0.80 0.25 -0.77
H -1.77 -1.34 -1.50 0.40
C -2.18 -1.08 -0.53 -0.67
C -0.22 -0.21 -0.15 -0.15
H 2.26 0.70 -0.77 0.34
N 0.56 0.59 0.53 -0.06
H 2.64 0.12 0.83 0.31
H 0.14 1.22 1.30 0.34
H 2.12 1.81 0.60 0.31
```

Properties
Charge   +1
Molar mass   184.00 g mol⁻¹
Energy relative to the best compared isomer or geometry (same formula, charge and spin)   392.7 kJ/mol
Gap between HOMO and LUMO   0.336 Eh
HOMO level   -13.71 eV



(12)
Entry from the OMol25 dataset: a 2-piece molecular cluster, C3H7IN3 overall (ωB97M-V with the def2-TZVPD basis set).

```
14
Properties=species:S:1:pos:R:3:mulliken_charge:R:1
H -0.61 -1.18 -1.05 0.20
H 0.29 -2.88 0.51 0.32
H 1.75 -2.42 -0.47 0.31
N 0.48 0.71 1.28 -0.36
C -0.03 0.07 0.27 0.52
I -1.45 0.94 -2.87 0.27
C 0.96 -2.07 0.16 -0.77
H 1.42 -1.57 1.00 0.22
N 0.11 -1.03 -0.39 -0.14
H 0.25 1.74 1.46 0.27
H -1.95 3.34 -0.44 0.30
C -1.14 1.58 -0.95 0.04
H 1.28 0.25 1.78 0.19
N -1.36 2.52 -0.28 -0.37
```

Properties
Charge   +1
Molar mass   212.01 g mol⁻¹
Energy relative to the best compared isomer or geometry (same formula, charge and spin)   209.0 kJ/mol
Gap between HOMO and LUMO   0.331 Eh
HOMO level   -13.33 eV